C42H38AgN6O2P2Se2 | the ωB97M-V functional and the def2-TZVPD basis

charge	-1
total energy	-7734.852384	Eh
HOMO energy	-3.82	eV
HOMO-LUMO gap	5.8	eV
LUMO energy	0.0714	Eh

Geometry (Å):
1 Ag 0.507528 -2.223004 -0.422986
2 Se 3.549529 -1.403216 0.149275
3 Se 0.181303 -0.899239 1.768769
4 P 2.373303 -1.671800 1.916356
5 P -1.992260 -2.183612 -1.068291
6 O 0.540181 -0.194112 -3.956169
7 O 0.507937 -2.042418 -2.700728
8 N 1.894855 2.283978 -1.520047
9 N 2.477694 4.335963 -2.072238
10 N 1.899792 6.753425 -1.525449
11 N 1.068299 -4.418851 -1.114336
12 N 2.425395 8.006048 -1.321177
13 N 1.402281 8.864883 -1.033279
14 C 2.264028 -3.292486 2.762663
15 C 3.024445 -5.577451 2.781455
16 C 1.917131 -5.929413 3.531092
17 C -2.836891 -0.853978 -0.248245
18 C 3.986897 1.148481 5.031932
19 C -2.444937 -1.832917 -2.784435
20 C 3.253412 0.713738 2.786081
21 C -2.964709 1.366594 0.705704
22 C -1.986802 -1.048799 -5.036927
23 C 0.574458 6.745592 -1.265549
24 C -2.043463 7.629573 -1.060570
25 C 2.221785 2.260640 -2.858248
26 C -2.900840 -6.400903 0.669029
27 C -0.038113 -1.171178 -3.436382
28 C 2.943209 5.713606 -1.889730
29 C -2.605238 -3.830686 -0.364723
30 C -2.682017 -5.337851 1.559766
31 C 3.535603 -1.074483 4.323854
32 C -2.386258 0.461598 -0.243418
33 C -3.931605 -1.246270 0.526795
34 C 3.145927 -4.260634 2.321298
35 C 3.940214 -0.186538 5.277101
36 C 1.013385 -4.969533 3.984750
37 C 3.146504 -0.583879 3.078081
38 C -1.499679 -1.365419 -3.743601
39 C -1.741561 6.320656 -1.475568
40 C 1.167236 -3.630096 3.559952
41 C -1.090078 8.558066 -0.666300
42 C -4.308864 -1.414839 -4.296251
43 C 2.210503 3.448944 -1.021498
44 C -2.477457 -4.030486 1.018388
45 C -3.154830 -6.167263 -0.681694
46 C -3.375795 -1.171764 -5.317540
47 C 2.596380 3.546478 -3.201971
48 C -3.808072 -1.905198 -3.094855
49 C 0.261181 8.080898 -0.853909
50 C 3.621160 1.633565 3.812464
51 C -4.442786 -0.340531 1.456362
52 C -3.922521 0.961329 1.653194
53 C 2.200968 3.857165 0.384483
54 C -2.820093 -4.871292 -1.266278
55 C -0.431506 5.830851 -1.571021
56 H 1.729923 -6.959904 3.714118
57 H -1.291694 9.540949 -0.268918
58 H 0.495046 -2.854780 3.943589
59 H -2.795310 -4.787569 -2.345740
60 H 2.198650 4.940604 0.601850
61 H 0.207599 -5.245290 4.677645
62 H -2.549712 -5.491671 2.623744
63 H 3.361302 6.187508 -2.828603
64 H 0.843402 -4.349729 -2.101282
65 H -1.281668 -0.704584 -5.821281
66 H -3.094760 7.749906 -1.087074
67 H 3.680014 -6.367039 2.506727
68 H 3.017962 3.459116 0.886809
69 H 3.973246 -4.018430 1.694749
70 H 0.505139 -5.171275 -0.734266
71 H -4.422216 -2.324670 -2.349850
72 H -2.821346 2.451945 0.609544
73 H 4.130704 -0.647070 6.242339
74 H -5.388840 -1.372672 -4.474235
75 H 2.082157 -4.594437 -0.950646
76 H -5.160120 -0.803656 2.180297
77 H 3.070834 1.114023 1.757584
78 H 3.672344 2.718440 3.599975
79 H 3.692590 5.864107 -1.081436
80 H 1.975819 1.344583 -3.432863
81 H 2.990717 4.017845 -4.110577
82 H -0.264794 4.804265 -1.950952
83 H -3.685332 -1.008771 -6.324633
84 H -1.573586 0.802699 -0.958024
85 H -3.767144 -6.939968 -1.229604
86 H -4.331546 -2.305810 0.401124
87 H -4.066795 1.594299 2.501330
88 H 1.300493 3.526628 0.930549
89 H -3.074841 -7.404539 1.013834
90 H 4.073811 1.827751 5.852941
91 H -2.310075 -3.159688 1.640338
92 H 3.538576 -2.151642 4.430457
93 H -2.626658 5.726578 -1.704998

Forces on atoms 1 to 3 (eV/Å):
Ag -0.0014 0.0229 0.3150
Se -0.1633 -0.8002 -0.0199
Se 1.7034 -0.4459 0.3916

***

C42H38BN13O5RuS | the ωB97M-V functional and the def2-TZVPD basis

charge	+3
2S+1	6
total energy	-3228.478840	Eh
HOMO energy (alpha / beta)	-14.99 / -14.99	eV
HOMO-LUMO gap (alpha / beta)	7.2 / 4.7	eV
LUMO energy (alpha / beta)	-0.2878 / -0.3790	Eh
expectation value of S²	8.83
energy above the lowest of the compared OMol25 structures with the same formula, charge and spin	0.0	kJ/mol

Geometry (Å):
1 Ru -0.086464 -1.326842 -1.586577
2 S 1.254400 -1.648992 2.172724
3 O 3.736819 8.935043 5.003974
4 O 0.864147 -1.329078 0.808230
5 O 0.430352 -3.392350 -0.695986
6 O 2.120784 -4.413363 -1.756221
7 O 2.186032 -0.755597 2.795463
8 N 2.594962 3.966567 1.316835
9 N -2.267427 -2.830296 -2.983600
10 N -0.070561 -3.086605 -4.144513
11 N -1.049324 0.333508 -0.567469
12 N 0.496375 4.212937 2.042022
13 N 0.727463 -2.505413 -3.240456
14 N -1.816854 -2.380533 -1.790872
15 N 1.452588 0.107572 -1.453491
16 N -2.300443 -3.046744 -5.475445
17 N -1.376398 -0.966467 -4.460519
18 N -1.794378 -3.932358 -6.377768
19 N -0.897595 -0.217619 -3.444100
20 N 1.918126 -3.117062 2.225359
21 C -2.742923 -4.112522 -7.272598
22 C 3.195897 7.958614 4.351720
23 C -2.475194 -2.045041 4.724341
24 C 0.580601 -4.084130 -4.800847
25 C -1.916125 2.378112 1.082396
26 C -2.589627 -2.917783 -0.837208
27 C -3.690758 -2.204417 5.589132
28 C 1.349565 6.590131 3.655916
29 C -0.162942 1.236070 -0.094423
30 C -3.315139 -3.637003 -2.777478
31 C -0.074829 -2.221933 4.452795
32 C 1.206083 1.105975 -0.567462
33 C 1.395846 -4.166695 -0.730893
34 C 1.813420 3.020529 0.768070
35 C -2.336715 0.466034 -0.283181
36 C 0.497132 3.145377 1.201349
37 C -2.575063 -1.614163 3.404957
38 C -3.560858 -3.716420 -1.415752
39 C -1.235700 1.106531 -5.216945
40 C 4.093669 7.178557 3.560261
41 C 1.911700 -3.181751 -3.268821
42 C -3.891989 -3.350435 -6.977994
43 C -1.578361 -0.189900 -5.541707
44 C 2.660876 0.020394 -1.992147
45 C -0.555429 2.273067 0.759393
46 C 2.195967 1.996052 -0.172008
47 C 1.253480 -4.350213 1.801651
48 C 1.798525 -4.947178 0.509700
49 C 3.481854 1.857870 -0.710791
50 C 1.791638 4.687234 2.095738
51 C -0.810639 1.033081 -3.892053
52 C -3.568722 -2.682912 -5.830802
53 C -1.206475 -2.339463 5.234168
54 C -0.203631 -1.799970 3.130506
55 C 1.802281 7.645767 4.384093
56 C 2.235818 5.802563 2.871224
57 C -2.810932 1.487937 0.540204
58 C -1.446286 -1.490313 2.607502
59 C 3.707164 0.873785 -1.641010
60 C 2.957233 9.810790 5.868491
61 C 3.621788 6.130475 2.843281
62 C 1.846807 -4.169657 -4.301588
63 B -1.527824 -2.496918 -4.322817
64 H -4.594592 -1.881583 5.076316
65 H -3.003764 -0.266067 -0.718799
66 H -2.271034 3.165832 1.734937
67 H 5.139354 7.453910 3.562530
68 H -4.135294 -1.974928 -5.245940
69 H 4.283807 5.524905 2.241725
70 H 2.471477 9.216940 6.639339
71 H 3.686547 10.480753 6.306654
72 H -1.953576 -0.608854 -6.460765
73 H 1.425848 -5.967776 0.390645
74 H 2.632834 -4.838273 -4.605626
75 H 4.674008 0.746385 -2.105969
76 H -3.868899 1.559091 0.747209
77 H 2.875160 -3.125511 2.548909
78 H -2.377221 -2.735581 0.204135
79 H -4.327954 -4.287127 -0.923401
80 H -3.590178 -1.626953 6.508460
81 H -1.520936 -1.153897 1.584554
82 H 4.265332 2.539257 -0.406609
83 H -1.111580 -2.669258 6.261241
84 H -0.443611 1.820276 -3.251211
85 H 2.885727 -5.023422 0.532511
86 H 1.352786 -5.080300 2.605112
87 H -3.819887 -3.248235 5.878407
88 H 2.242522 10.363463 5.262735
89 H 2.798315 -0.740891 -2.743836
90 H 0.290658 6.368553 3.678511
91 H 1.120887 8.243132 4.971110
92 H 0.073530 -4.611392 -5.590492
93 H -3.819525 -4.102330 -3.608017
94 H -3.551782 -1.380042 2.997567
95 H -4.814175 -3.300244 -7.529639
96 H -0.288687 4.567940 2.562289
97 H -2.576353 -4.784315 -8.099286
98 H -1.287253 1.973276 -5.851509
99 H 0.190162 -4.134745 1.696853
100 H 2.803698 -2.717876 -2.887407
101 H 0.899860 -2.456547 4.860802

Forces on atoms 1 to 3 (eV/Å):
Ru -0.2649 -0.0927 -0.3009
S 0.2427 -0.0556 -0.1222
O -0.0159 0.0295 0.0647